Arrangement w

Computed, not measured: a 2-piece molecular cluster, C2H8NOS overall, with ωB97M-V/def2-TZVPD.

The value obtained for the HOMO-LUMO gap is 6.9 eV. The charge is -1.

Cartesian coordinates (Å):
C1 -0.674 0.600 2.049
S1 -1.643 1.326 0.668
H1 -1.369 0.216 2.804
H2 0.040 1.273 2.527
H3 -0.132 -0.266 1.677
N1 0.608 0.537 -1.595
C2 0.939 -0.777 -1.176
O1 -0.186 -1.577 -0.769
H4 0.083 1.028 -0.854
H5 0.141 0.569 -2.489
H6 1.631 -0.693 -0.335
H7 1.424 -1.314 -1.988
H8 -0.864 -0.923 -0.519



Arrangement x

Computed, not measured: a 2-piece molecular cluster, C2H8NOS overall, with ωB97M-V/def2-TZVPD.

The value obtained for the HOMO-LUMO gap is 7.2 eV. The charge is -1.

Cartesian coordinates (Å):
C1 1.300 -1.725 0.445
S1 0.594 -1.552 -1.266
H1 0.491 -1.570 1.158
H2 1.686 -2.731 0.596
H3 2.075 -0.968 0.491
N1 0.123 1.707 -0.131
C2 -1.190 1.149 0.241
O1 -1.727 0.227 -0.633
H4 -0.032 2.186 -1.029
H5 0.651 0.934 -0.564
H6 -1.099 0.792 1.275
H7 -1.859 2.023 0.233
H8 -1.013 -0.472 -0.817



It turns out arrangement w is the most stable, with the second structure 8.2 kJ/mol higher.



Arrangement w

Computed, not measured: a 2-piece molecular cluster, C6H6N2O2 overall, with ωB97M-V/def2-TZVPD.

The value obtained for the HOMO-LUMO gap is 9.5 eV. Its structure (SMILES) is O=c1cc[nH]c(=O)[nH]1.C#C. The charge is 0.

Cartesian coordinates (Å):
O1 0.924 2.076 -0.884
C1 0.224 1.132 -0.545
C2 0.304 -0.247 -0.942
C3 -0.647 -1.177 -0.808
N1 -1.674 -0.902 -0.099
C4 -1.988 0.380 0.348
O2 -3.101 0.562 0.846
N2 -0.918 1.242 0.334
H1 1.233 -0.493 -1.395
H2 -0.396 -2.129 -1.232
H3 -2.419 -1.617 -0.027
H4 -1.292 2.280 0.399
C5 2.335 -0.055 1.557
C6 2.515 -0.549 0.480
H5 2.244 0.368 2.497
H6 2.656 -0.872 -0.529



Arrangement x

Computed, not measured: a 2-piece molecular cluster, C6H6N2O2 overall, with ωB97M-V/def2-TZVPD.

The value obtained for the HOMO-LUMO gap (spin up / spin down) is 8.9 / 5.8 eV. The charge is 0.

Cartesian coordinates (Å):
C1 -2.233 1.496 -0.267
C2 -2.524 0.349 0.457
C3 -0.891 1.329 -0.719
C4 -1.411 -0.475 0.440
C5 1.699 -2.082 -0.309
C6 1.863 -0.827 -0.088
N1 -0.479 0.163 -0.288
N2 2.560 0.342 0.094
O1 2.767 0.494 1.302
O2 2.905 1.043 -0.832
H1 -2.777 2.502 -0.339
H2 -3.357 0.214 1.008
H3 -0.151 1.969 -1.040
H4 -1.060 -1.218 1.187
H5 2.428 -3.002 -0.270
H6 0.662 -2.296 -0.337



It turns out arrangement w is the most stable, with the second structure 666.1 kJ/mol higher.



Arrangement w

Computed, not measured: one molecule with the formula C6H6N2O2, with ωB97M-V/def2-TZVPD.

The value obtained for the HOMO-LUMO gap is 10.9 eV. Its structure (SMILES) is C#C[C@]1(C)NC(=O)NC1=O. The charge is 0.

Cartesian coordinates (Å):
C1 2.162 -0.027 1.518
C2 1.157 -0.068 0.860
C3 0.148 -0.100 -0.165
C4 -0.671 1.128 0.117
N1 -0.673 -1.505 -0.060
C5 -0.380 -2.208 -1.190
O1 -0.728 -3.350 -1.354
N2 0.274 -1.412 -2.088
C6 0.725 -0.226 -1.597
O2 1.349 0.560 -2.199
H1 3.095 -0.134 1.993
H2 -1.368 1.361 -0.813
H3 0.010 1.964 0.229
H4 -1.461 0.932 0.942
H5 -0.705 -1.755 0.928
H6 0.644 -1.942 -2.848



Arrangement x

Computed, not measured: a 2-piece molecular cluster, C6H6N2O2 overall, with ωB97M-V/def2-TZVPD.

The value obtained for the HOMO-LUMO gap is 10.1 eV. Its structure (SMILES) is O=c1cc[nH]c(=O)[nH]1.C#C. The charge is 0.

Cartesian coordinates (Å):
O1 -2.077 0.406 -1.773
C1 -1.512 0.135 -0.738
C2 -1.273 -1.175 -0.120
C3 -0.475 -1.308 0.967
N1 0.258 -0.228 1.477
C4 0.065 1.040 1.010
O2 0.684 2.003 1.437
N2 -0.824 1.137 -0.012
H1 -1.795 -2.086 -0.492
H2 -0.353 -2.192 1.523
H3 1.000 -0.332 2.138
H4 -0.928 2.082 -0.405
C5 2.001 0.593 -0.894
C6 1.635 -0.339 -1.600
H5 2.348 1.352 -0.272
H6 1.245 -1.085 -2.244



It turns out arrangement x is the most stable, with the second structure 38.2 kJ/mol higher.



Arrangement w

Computed, not measured: one molecule with the formula C4H4S, with ωB97M-V/def2-TZVPD.

The value obtained for the HOMO-LUMO gap is 8.4 eV. Its structure (SMILES) is C#CCC=S. The charge is 0.

Cartesian coordinates (Å):
C1 2.207 -0.385 -0.223
C2 1.115 0.042 -0.005
C3 -0.223 0.608 0.078
C4 -1.273 -0.490 0.193
S1 -2.827 -0.132 -0.217
H1 3.154 -0.719 -0.643
H2 -0.485 1.183 -0.839
H3 -0.453 1.272 0.883
H4 -1.214 -1.378 0.774



Arrangement x

Computed, not measured: one molecule with the formula C4H4S, with ωB97M-V/def2-TZVPD.

The value obtained for the HOMO-LUMO gap is 8.4 eV. Its structure (SMILES) is S=CC1C=C1. The charge is 0.

Cartesian coordinates (Å):
S1 -2.246 1.731 -0.280
C1 -1.015 0.691 -0.498
C2 -0.286 -0.088 0.533
C3 1.233 -0.171 0.120
C4 0.554 -1.283 0.096
H1 -0.256 0.757 -1.453
H2 -0.558 0.113 1.602
H3 2.056 0.578 -0.112
H4 0.519 -2.327 -0.008



It turns out arrangement w is the most stable, with the second structure 79.5 kJ/mol higher.



Arrangement w

Computed, not measured: a 2-piece molecular cluster, C2H8N3O2 overall, with ωB97M-V/def2-TZVPD.

The value obtained for the HOMO-LUMO gap is 10.7 eV. The charge is +1.

Cartesian coordinates (Å):
C1 -0.213 -0.884 0.391
C2 -1.871 0.728 0.705
N1 0.840 0.629 -2.381
N2 -0.694 0.044 1.067
N3 1.074 0.292 -1.234
O1 1.867 0.885 -3.204
O2 2.272 0.174 -0.610
H1 -0.792 -1.381 -0.397
H2 0.770 -1.274 0.576
H3 -0.167 0.392 1.858
H4 -1.614 1.357 -0.216
H5 -2.684 0.163 0.412
H6 -2.205 1.465 1.469
H7 1.561 1.506 -3.906
H8 2.905 0.145 -1.303



Arrangement x

Computed, not measured: an isolated ion of composition C2H8N3O2 and charge +1, with ωB97M-V/def2-TZVPD.

The value obtained for the HOMO-LUMO gap is 8.4 eV. Its structure (SMILES) is N/C(NO)=C(\[NH3+])O. The charge is +1.

Cartesian coordinates (Å):
N1 0.248 -0.692 -1.577
C1 0.483 -0.311 -0.350
N2 1.661 0.023 0.117
O1 2.777 0.045 -0.743
C2 -0.939 -0.562 0.868
N3 -1.958 0.623 0.455
O2 -0.420 -0.307 2.063
H1 0.822 -0.390 -2.308
H2 -0.525 -1.199 -1.829
H3 1.782 0.414 1.096
H4 2.904 -0.751 -1.246
H5 -1.521 1.017 -0.362
H6 -2.015 1.218 1.369
H7 -2.925 0.262 0.154
H8 -0.372 0.609 2.293



Arrangement y

Computed, not measured: a 2-piece molecular cluster, C2H8N3O2 overall, with ωB97M-V/def2-TZVPD.

The value obtained for the HOMO-LUMO gap is 10.3 eV. The charge is +1.

Cartesian coordinates (Å):
C1 -1.506 0.018 0.006
C2 1.596 0.310 -0.486
N1 -2.707 -0.542 0.166
N2 -0.366 -0.532 -0.194
N3 2.305 -0.584 0.103
O1 -1.448 1.328 0.028
O2 1.332 1.439 0.084
H1 1.403 0.317 -1.515
H2 -2.884 -1.546 -0.009
H3 -3.583 -0.099 0.405
H4 -0.304 -1.596 -0.314
H5 2.370 -0.446 1.150
H6 -0.469 1.664 -0.087
H7 2.835 -1.228 -0.399
H8 1.427 1.497 1.063



Arrangement z

Computed, not measured: an isolated ion of composition C2H8N3O2 and charge +1, with ωB97M-V/def2-TZVPD.

The value obtained for the HOMO-LUMO gap is 12.1 eV. Its structure (SMILES) is N/C(O)=[NH+]/[C@H](N)O. The charge is +1.

Cartesian coordinates (Å):
N1 1.903 -1.128 -1.428
C1 1.022 -0.753 -0.465
O1 0.992 -1.445 0.662
N2 0.405 0.392 -0.490
C2 -0.723 1.226 0.665
N3 -1.141 0.047 1.405
O2 -1.639 1.814 -0.138
H1 1.688 -0.779 -2.383
H2 2.055 -2.146 -1.405
H3 0.611 -0.977 1.390
H4 0.530 1.031 -1.295
H5 -0.194 1.973 1.124
H6 -1.503 -0.618 0.728
H7 -1.817 0.309 2.118
H8 -2.190 1.054 -0.488



It turns out arrangement z is the most stable, with the second structure 23.7 kJ/mol higher.